# C23H27AuClIO2P2

C23H27AuClIO2P2 as an isolated structure at a distorted geometry (the ωB97M-V functional and the def2-TZVPD basis, the Open Molecules 2025 dataset).

Results
* <S²>: 2.01
* E_LUMO (spin up / spin down): -6.1 / -10.5 eV
* HOMO-LUMO gap (spin up / spin down): 8.146 / 3.761 eV
* multiplicity: 3
* max |F|: 4.7 eV Å⁻¹
* total charge: +2

```
57
Properties=species:S:1:pos:R:3:forces:R:3:mulliken_spin:R:1
O -0.36398 1.10136 0.64381 -1.6 -0.1 -1.0 0.084
H 2.62888 -1.12373 -2.42686 -0.1 -0.1 -0.2 0.004
C -2.78906 -2.72755 1.04359 0.1 0.1 0.0 0.003
C -0.21786 3.33317 5.39464 0.0 -0.2 -0.2 0.002
C -2.40167 -0.95935 3.17314 0.0 0.1 -0.4 -0.001
C 0.68713 0.75093 -6.41030 1.4 0.4 1.0 0.074
H -1.80601 1.92747 -6.44371 0.3 -0.4 0.4 0.032
H 0.64136 0.09083 4.76083 -0.1 0.2 0.0 0.000
H 1.63309 -0.66910 -3.85186 0.2 -0.2 0.1 0.021
H -2.09048 -1.06741 -4.64544 0.2 -0.1 -0.3 -0.004
C 0.23400 2.02922 5.63004 0.0 -0.1 -0.3 0.001
P -0.21747 0.27932 1.95274 0.8 -0.1 0.5 0.005
H -1.37288 2.80102 -4.94619 -0.3 -0.1 -0.3 0.003
P -0.36614 0.61862 -4.91026 -2.0 -0.5 -4.2 0.650
C 2.55122 0.14951 2.24639 0.2 -0.2 0.0 0.006
C -0.62732 3.70910 4.11137 0.2 -0.1 0.2 -0.001
C 0.26398 1.09857 4.58338 -0.1 0.1 0.1 0.002
H -0.50666 -1.78294 -5.05327 -0.4 0.1 -0.2 -0.005
H 2.74839 -3.66485 1.51011 0.0 0.3 0.1 0.000
H 0.57819 1.74089 6.62463 -0.1 0.1 -0.3 0.000
C -1.70674 -1.84823 1.02796 -0.6 0.1 -0.2 0.003
I 3.78750 0.81527 -3.70109 0.9 1.7 -0.3 0.004
H -2.63888 1.55075 -4.87011 0.5 0.1 -0.2 -0.004
H 1.19525 1.72147 -6.40823 0.0 -0.2 -0.1 -0.006
H -0.24298 4.06124 6.20913 0.0 -0.3 -0.3 0.000
H 2.49951 1.22284 2.43751 0.0 -0.3 0.0 0.000
H -4.17702 -1.82013 4.01088 0.2 -0.1 -0.1 0.000
H -4.52796 -3.41519 2.13084 0.3 0.2 0.0 0.000
C -3.66616 -2.74352 2.13069 0.1 0.2 -0.1 0.001
C 1.46015 -1.94940 1.69702 0.4 -0.1 -0.1 -0.002
C 2.65090 -0.85302 -3.48166 -0.8 -1.1 0.2 0.022
Cl -3.36518 0.26213 -2.50907 0.8 0.3 0.5 0.250
H 3.14160 -1.62305 -4.06362 -0.3 -0.3 0.0 0.002
H -2.25428 -0.24363 3.97565 -0.1 -0.1 0.0 0.000
H 0.56820 -2.53081 1.46759 0.3 0.1 0.2 0.001
C -1.68438 1.82424 -5.35189 0.0 0.9 1.5 0.077
H 0.06082 0.66289 -7.30796 -0.1 -0.1 0.4 0.032
C -1.21091 -0.97107 -5.29831 0.4 -0.7 1.7 0.065
H -1.02129 -1.85425 0.18218 -0.1 0.0 0.1 0.002
H -0.95114 4.73148 3.92617 0.1 -0.2 0.0 0.000
H -0.89981 3.07078 2.06470 0.0 0.0 0.2 0.001
H 1.45886 -0.02798 -6.39011 -0.2 0.2 -0.1 -0.005
H 4.69192 0.04366 2.55604 -0.4 -0.1 -0.1 0.000
O 1.97956 1.15807 -0.65188 -2.8 0.5 -1.9 -0.009
C -1.54080 -0.92645 2.07106 0.1 -0.1 0.3 0.001
C 1.38282 -0.57148 1.94718 -0.2 -0.2 0.2 0.004
C -3.46399 -1.86091 3.19178 -0.1 0.1 0.0 0.008
C 2.69919 -2.59777 1.72966 -0.1 0.2 -0.1 0.002
Au -1.61106 0.76721 -1.15297 0.9 0.0 1.1 0.553
C 3.86026 -1.88224 2.03774 -0.2 0.0 0.1 0.004
H -1.50130 -1.04717 -6.35861 0.3 0.5 0.3 0.032
H -2.96802 -3.37211 0.18496 0.1 0.0 0.3 0.000
C 0.96707 1.27177 -1.18243 2.7 -0.6 1.2 0.079
C 3.78295 -0.50977 2.30975 -0.2 0.0 -0.2 -0.002
H 4.82197 -2.40335 2.07950 -0.4 0.3 0.0 0.000
C -0.59876 2.78581 3.07048 -0.2 -0.2 -0.1 0.000
C -0.18460 1.46685 3.30269 0.0 0.1 0.3 0.005
```
Positions in Å, forces in eV/Å.

=====

# C23H27AuN4OS2

C23H27AuN4OS2 as an isolated structure (the ωB97M-V functional and the def2-TZVPD basis, the Open Molecules 2025 dataset).

Results
* <S²>: 2.04
* energy above the lowest of the compared OMol25 structures with the same formula, charge and spin: 0.0 kcal/mol
* E_LUMO (spin up / spin down): -5.5 / -8.5 eV
* HOMO-LUMO gap (spin up / spin down): 8.153 / 5.145 eV
* multiplicity: 3
* max |F|: 0.8 eV Å⁻¹
* total charge: +2

```
58
Properties=species:S:1:pos:R:3:forces:R:3:mulliken_spin:R:1
H 1.82951 -6.78980 3.18419 0.0 0.0 0.0 0.000
H -5.46625 0.01854 -4.80692 0.0 0.0 0.0 0.000
H 0.44451 2.62264 5.43009 0.0 0.0 0.0 0.003
H -1.23103 1.14569 6.49133 0.0 0.0 0.0 0.007
C -3.66912 -0.07358 -3.64929 0.0 0.0 0.0 0.003
H 4.58506 -3.57329 2.49180 0.0 0.0 0.0 0.000
S -0.12563 -3.11470 1.07622 0.1 0.0 0.2 0.044
C 3.04717 -0.64722 -5.30394 0.0 0.0 0.0 -0.007
C 0.43183 -0.12136 -3.30081 0.1 0.1 -0.1 -0.049
C -1.65168 -0.23123 -2.19214 0.0 0.0 -0.1 0.027
H 0.20515 -5.48779 2.18743 0.0 0.0 0.0 0.001
C -0.17363 1.98621 4.81258 0.0 0.0 0.0 -0.034
C 2.11078 -5.80714 2.83518 0.0 0.0 0.0 -0.002
H 4.08414 -0.41401 -5.54122 0.0 0.0 0.0 0.000
C -1.13054 1.14942 5.41440 0.0 0.0 0.0 0.276
H -5.93925 -1.17689 -0.72520 0.0 0.0 0.0 0.000
C -5.03435 -0.19518 -3.83893 0.0 0.0 0.0 -0.001
N -0.89462 -0.25382 -3.25811 -0.1 0.0 0.0 0.002
C -0.88679 1.17751 2.65610 0.0 -0.1 -0.1 0.165
O -1.26459 -0.07307 -0.97308 0.1 0.1 0.2 0.154
H -1.01243 2.25880 -4.55200 0.0 0.0 0.0 0.000
N 1.12869 -5.07689 2.26402 0.0 0.0 0.0 0.005
H 0.39752 2.84318 -5.45222 0.0 0.0 0.0 0.000
H -3.02621 0.23988 -4.45927 0.0 0.0 0.0 0.000
C -0.03738 2.00124 3.45517 0.0 0.1 0.0 0.159
H 2.48849 1.44594 -5.24148 0.0 0.0 0.0 0.002
N 0.95290 0.34493 -4.41935 0.0 0.0 0.0 0.001
C -0.42293 2.12510 -5.45911 0.0 0.0 0.0 0.000
C -3.93796 -0.72892 -1.34311 0.0 0.0 0.0 0.002
H -0.20900 1.89521 0.88561 0.2 -0.1 0.0 -0.019
C 2.57413 -3.28314 1.85200 0.0 0.0 0.0 0.012
H -1.05686 2.35219 -6.31540 0.0 0.0 0.0 0.000
C 0.08674 0.69778 -5.56031 0.0 0.0 0.0 0.000
Au 0.44407 -1.22865 -0.17763 -0.4 -0.4 -0.5 0.368
H 0.69391 0.55811 -6.45384 0.0 0.0 0.0 0.000
C -5.30119 -0.86166 -1.53955 0.0 0.0 0.0 -0.003
C 2.39170 0.54835 -4.63043 0.0 0.0 0.0 0.024
C -5.84941 -0.59310 -2.78708 0.0 0.0 0.0 0.005
H -3.50446 -0.94337 -0.37509 0.0 0.0 0.0 -0.001
S 1.59713 -0.61470 -2.07677 0.1 0.1 0.0 0.411
H -2.68698 -0.31499 5.12494 0.0 0.0 0.0 0.002
N -0.78233 1.19058 1.33284 -0.3 0.7 0.1 0.333
H 3.03169 -1.52200 -4.65434 0.0 0.0 0.0 0.003
H 4.15950 -5.87017 3.38755 0.0 0.0 0.0 0.000
C -3.11364 -0.34156 -2.39902 0.0 0.0 0.0 0.010
C 3.59495 -4.00548 2.43089 0.0 0.0 0.0 0.000
H -0.73375 -0.01353 -5.59261 0.0 0.0 0.0 0.000
H -6.91547 -0.69429 -2.93996 0.0 0.0 0.0 0.000
C 3.36981 -5.29008 2.93575 0.0 0.0 0.0 0.006
H 2.74660 -2.29561 1.45108 0.0 0.0 0.0 -0.003
H -2.46084 -0.31588 2.65610 0.0 0.0 0.0 0.006
H 0.68389 2.64506 2.96764 0.0 0.0 0.0 0.001
H 2.86233 0.77267 -3.67317 0.0 0.0 0.0 -0.005
H -1.49398 0.80153 0.71324 0.2 -0.3 0.0 -0.028
C -1.95791 0.31769 4.63865 0.0 0.0 0.0 -0.037
H 2.54042 -0.90148 -6.23458 0.0 0.0 0.0 0.000
C -1.84165 0.31682 3.27933 -0.1 0.0 0.0 0.160
C 1.29266 -3.82863 1.76457 0.0 0.0 0.0 -0.003
```
Positions in Å, forces in eV/Å.

=====

# C23H27ClN4O

One molecule with the formula C23H27ClN4O (the ωB97M-V functional and the def2-TZVPD basis, the Open Molecules 2025 dataset).

Results
* energy above the lowest of the compared OMol25 structures with the same formula, charge and spin: 13.9 kcal/mol
* structure (SMILES): C=C(C)CNC(=O)[C@@H](c1cccn2ccnc12)N(CC(C)C)c1ccc(Cl)cc1
* E_LUMO: 0.4 eV
* HOMO-LUMO gap: 8.476 eV
* multiplicity: 1
* max |F|: 0.0 eV Å⁻¹
* total charge: 0

```
56
Properties=species:S:1:pos:R:3:forces:R:3:mulliken_charge:R:1
H -0.33728 2.20129 2.58294 0.0 0.0 0.0 0.376
H 1.65395 -1.81181 1.78657 0.0 0.0 0.0 0.348
C 1.31946 -2.48505 -1.99535 0.0 0.0 0.0 -1.054
C 1.48302 -3.29970 0.26547 0.0 0.0 0.0 -0.961
C -2.25172 -0.43964 3.40790 0.0 0.0 0.0 -0.363
C -1.62707 0.75010 3.53064 0.0 0.0 0.0 -0.921
C -2.93222 0.48614 -3.39558 0.0 0.0 0.0 0.964
C 2.34736 0.68652 1.46665 0.0 0.0 0.0 -1.332
H -1.35592 -0.21170 -1.28414 0.0 0.0 0.0 0.207
C -0.85781 1.26075 2.44892 0.0 0.0 0.0 -0.479
H -0.85046 0.18149 -3.77732 0.0 0.0 0.0 0.279
H -1.70248 1.29835 4.45780 0.0 0.0 0.0 0.415
Cl 1.19197 -5.16958 -1.66802 0.0 0.0 0.0 -0.242
H -4.39390 -1.09076 -3.32971 0.0 0.0 0.0 0.411
H 2.01635 2.79672 1.76211 0.0 0.0 0.0 0.032
H 2.84238 2.56212 -0.56215 0.0 0.0 0.0 0.221
C -2.32728 -2.49490 0.54096 0.0 0.0 0.0 -0.888
C -0.73082 0.60030 1.26050 0.0 0.0 0.0 0.017
C -2.70978 -2.31628 1.83880 0.0 0.0 0.0 -0.570
H -3.31568 -2.90120 2.50717 0.0 0.0 0.0 0.472
H -3.43108 2.38336 -4.15508 0.0 0.0 0.0 0.299
H 3.94818 3.57263 0.38393 0.0 0.0 0.0 0.469
H -2.57280 -3.32097 -0.10669 0.0 0.0 0.0 0.533
C 3.53843 2.56665 0.27622 0.0 0.0 0.0 -1.465
O 0.40093 2.33887 -1.79661 0.0 0.0 0.0 -0.710
C -3.76205 1.38036 -3.91612 0.0 0.0 0.0 -1.106
H -2.72538 -1.64399 -3.55846 0.0 0.0 0.0 0.272
C -1.48518 0.82557 -3.15274 0.0 0.0 0.0 -0.918
H 4.14080 3.24965 2.90794 0.0 0.0 0.0 0.421
N 1.54953 0.42763 0.27523 0.0 0.0 0.0 0.607
C -3.35727 -0.91147 -3.04822 0.0 0.0 0.0 -1.071
H -2.83900 -0.90889 4.18295 0.0 0.0 0.0 0.401
N -1.55400 -1.46301 0.10677 0.0 0.0 0.0 -0.434
H 4.36377 1.89065 0.03433 0.0 0.0 0.0 0.301
C -0.15763 1.42446 -1.21021 0.0 0.0 0.0 -0.984
N -1.12006 0.66048 -1.75490 0.0 0.0 0.0 0.351
H 4.68866 1.60127 2.60260 0.0 0.0 0.0 0.363
C -1.43905 -0.63460 1.13276 0.0 0.0 0.0 0.523
C 1.51666 -0.92320 -0.16572 0.0 0.0 0.0 -0.204
H 3.32178 1.89124 3.68416 0.0 0.0 0.0 0.397
C 1.33604 -3.53320 -1.08966 0.0 0.0 0.0 0.327
H 0.49427 2.15561 0.58506 0.0 0.0 0.0 0.791
C 1.42697 -1.18597 -1.53070 0.0 0.0 0.0 0.024
H 1.45047 -0.35874 -2.22856 0.0 0.0 0.0 0.580
C 2.85964 2.12431 1.56656 0.0 0.0 0.0 1.116
H 1.81498 0.43122 2.39761 0.0 0.0 0.0 0.228
C 3.80368 2.22290 2.76150 0.0 0.0 0.0 -1.720
H 3.21650 0.02622 1.40782 0.0 0.0 0.0 0.884
H -1.27425 1.85528 -3.43026 0.0 0.0 0.0 0.478
H -4.79728 1.13590 -4.12116 0.0 0.0 0.0 0.284
N -2.15064 -1.11693 2.22210 0.0 0.0 0.0 -0.001
C 0.26621 1.14681 0.24517 0.0 0.0 0.0 0.904
H 1.24132 -2.68881 -3.05466 0.0 0.0 0.0 0.458
H -3.25683 -1.09972 -1.97653 0.0 0.0 0.0 0.144
H 1.51178 -4.13083 0.95682 0.0 0.0 0.0 0.418
C 1.56982 -1.99387 0.72264 0.0 0.0 0.0 0.108
```
Positions in Å, forces in eV/Å.

=====

# C23H27ClN6OS

One molecule with the formula C23H27ClN6OS at a distorted geometry (the ωB97M-V functional and the def2-TZVPD basis, the Open Molecules 2025 dataset).

Results
* energy above the lowest of the compared OMol25 structures with the same formula, charge and spin: 5.6 kcal/mol
* structure (SMILES): [H]/N=c1/c2c(C)[nH]nc2nc(SCC(=O)NCCC2=CCCCC2)n1-c1ccc(Cl)c(C)c1
* E_LUMO: 0.6 eV
* HOMO-LUMO gap: 8.787 eV
* multiplicity: 1
* max |F|: 1.4 eV Å⁻¹
* total charge: 0

```
59
Properties=species:S:1:pos:R:3:forces:R:3:mulliken_charge:R:1
C -5.66686 0.66312 -2.30652 0.0 0.3 0.2 -1.013
C 3.99364 0.74572 0.60942 -0.2 -0.2 -0.1 0.506
C 3.06696 -0.48998 -1.24246 0.0 0.2 0.1 0.156
H -1.10711 5.24747 0.99382 0.0 0.1 0.0 0.331
H -4.73247 -1.51624 1.68464 0.0 0.0 0.1 0.479
C -0.96337 1.00102 1.12606 0.1 1.3 -0.4 0.118
C 1.12388 1.93939 0.15494 0.0 0.0 0.0 0.407
H -6.84630 -1.73350 0.51535 0.1 -0.1 0.2 0.369
H 7.10714 1.55925 0.30232 0.1 0.0 0.0 0.389
H -2.42961 -2.67614 1.91736 0.2 0.0 0.0 0.274
H -3.53271 -0.35148 1.08483 -0.1 -0.1 0.0 -0.152
N 1.79703 2.88738 -0.33988 0.3 0.6 -0.3 -0.699
C 5.43708 -0.32201 -0.95152 -0.3 0.0 0.1 0.920
N 1.58267 0.60881 0.34182 0.1 0.3 -0.1 0.599
C -3.45068 -2.27601 0.13116 -0.2 0.0 -0.1 -0.726
H -3.73333 0.20243 -1.45154 0.1 0.0 0.0 0.379
H -8.48753 -0.27945 -0.57813 0.0 -0.1 0.0 0.363
H 3.83732 1.34403 1.49555 0.0 0.1 0.1 0.350
C 5.28553 0.45613 0.19520 0.1 0.0 -0.1 0.438
C 0.79077 -0.36585 0.87770 -0.7 -0.5 0.6 0.556
N -0.42223 -0.23725 1.28518 0.1 -0.2 0.2 -0.197
C 6.47359 0.95601 0.95125 0.0 0.0 0.0 -1.771
Cl 7.02649 -0.71402 -1.50632 0.2 -0.1 -0.1 -0.222
H -7.14348 1.65716 -1.10654 0.0 0.1 0.0 0.310
C -6.51277 -0.97247 -0.17836 -0.2 -0.1 -0.1 -0.513
N -2.26799 2.66014 1.11580 0.4 0.2 -0.2 0.090
C -0.23589 2.09905 0.58650 -0.8 -0.3 0.4 1.113
H -7.76359 -1.22620 -1.87174 -0.1 0.0 0.0 0.295
H -5.36082 1.53516 -2.88823 0.0 0.0 -0.1 0.328
C 2.89424 0.27642 -0.09702 0.5 0.0 -0.2 -2.560
H -5.60744 -0.21317 -2.95501 0.0 0.0 -0.1 0.340
H 2.74274 2.65539 -0.62587 0.0 -0.2 0.1 0.264
H -4.63929 1.41973 -0.56669 0.1 0.0 0.0 0.141
C -4.73515 0.47569 -1.11349 -0.2 -0.1 -0.3 0.008
H -4.09784 -3.15139 0.00246 0.0 0.1 -0.1 0.180
S 1.53246 -1.94473 1.05592 0.2 -0.5 0.1 -0.114
H 0.05423 4.67520 -0.22269 0.0 0.1 0.0 0.318
N -2.19551 1.35972 1.44491 -0.1 -0.7 0.3 -0.905
C -7.10034 0.82656 -1.81448 0.0 -0.2 -0.2 -0.700
H 4.50106 -1.39144 -2.54844 0.0 -0.1 -0.1 0.443
C -7.55524 -0.45468 -1.12195 0.0 0.2 -0.1 -0.653
H 2.20688 -0.84998 -1.78511 -0.1 0.0 0.0 0.546
H -3.13050 3.15599 1.27827 0.1 -0.1 0.0 0.204
C -4.23514 -1.13537 0.78966 0.0 -0.2 -0.1 -0.531
N -2.29391 -2.63938 0.91985 -0.3 -0.2 0.2 -0.099
C -0.95598 4.56183 0.16057 0.0 0.1 0.0 -1.407
H 7.07157 0.11749 1.30567 0.1 0.0 0.0 0.371
H -3.07585 -1.97571 -0.84944 -0.1 -0.1 0.1 0.407
H 0.32099 -3.92301 1.43663 0.0 0.0 0.0 0.451
H -1.67126 4.81146 -0.62235 0.0 0.1 -0.1 0.331
C -1.04340 -2.58167 0.42728 0.0 -0.5 0.4 0.465
C -1.12599 3.15868 0.59804 0.2 -0.2 0.0 -0.178
C 4.34681 -0.79335 -1.66455 0.1 0.0 0.0 -0.988
C -5.24953 -0.57080 -0.16529 0.2 0.0 0.3 0.368
O -0.77919 -2.40380 -0.74146 0.1 0.0 -0.4 -0.670
C 0.03408 -2.87168 1.47428 0.3 0.5 -0.1 -0.609
H -0.28227 -2.59733 2.47882 -0.1 -0.1 0.0 0.404
H -7.76747 1.05846 -2.64709 0.0 0.1 0.0 0.326
H 6.16596 1.55573 1.80305 0.0 0.0 0.1 0.370
```
Positions in Å, forces in eV/Å.

=====

Calculated total energy, -71259.754, -57645.431, -44820.023, -58636.184 eV (same order as the records).